Record 1
This record from OMol25 describes a molecular structure, C32H28Cl5N4O6Ti in a non-equilibrium geometry. The level of theory is ωB97M-V with the def2-TZVPD basis set.

Geometry as XYZ:
```
76
Properties=species:S:1:pos:R:3:lowdin_charge:R:1
O 4.4781 2.8450 -1.6522 0.14
H -5.3258 1.5082 1.3657 0.12
C 0.2991 -4.6287 0.2737 0.04
H 2.5183 -3.7080 1.0380 0.14
H 0.2776 3.7635 3.7802 0.12
C -1.1862 -6.6248 -0.1939 -0.05
C -0.1634 3.4437 2.8414 -0.01
Cl 1.2046 0.4884 -7.0153 0.69
C 1.2691 0.3232 -2.4561 -0.21
C -2.9340 -2.0511 -0.0066 -0.01
H 4.5160 0.3080 0.9280 0.10
N -3.1355 1.9262 -1.2101 0.01
H -3.0222 5.3025 2.9060 0.07
C 1.2304 0.4281 -5.3012 -0.71
C 0.4827 2.4631 2.0818 -0.11
O 2.9164 1.7618 -0.4485 -0.14
O 4.8293 0.2330 -2.9075 0.15
H -1.4317 6.0330 3.1433 0.08
H -3.5858 1.6362 1.5263 0.10
H -5.1814 1.7942 -1.0761 0.12
H -2.0229 4.8365 4.2908 0.08
C 3.8184 -1.7189 1.2268 -0.20
N 2.4258 -1.7039 0.7252 -0.02
H -3.8914 -2.5624 -0.0669 0.14
C 1.9023 -2.8693 0.6969 -0.11
C -0.9696 -5.1425 -0.0395 -0.27
H 3.8841 -2.4491 2.0394 0.12
H -3.2381 1.4166 -2.0677 0.13
C -1.7913 -2.8391 -0.1015 -0.11
N 2.2337 0.7879 2.0781 0.02
H 2.1415 2.3092 3.4550 0.13
C -0.0667 2.0488 0.8600 -0.26
O 0.5388 1.1611 0.1350 -0.24
H -2.8632 4.0267 0.9137 0.11
Cl 0.8333 3.0155 -2.3166 0.80
H 3.0799 -0.4959 3.4773 0.13
C 3.8767 1.8579 -1.3389 -0.52
O -0.1855 -1.1072 -0.2154 -0.03
H 3.9328 1.0446 3.3098 0.12
H -4.4925 -0.6429 1.7300 0.13
H -4.5031 3.1505 -0.1963 0.11
Cl 1.7152 -2.2172 -5.5522 0.69
C -2.0018 5.1061 3.2338 -0.05
Cl 1.6173 -2.3320 -2.4713 0.82
C -4.2982 -0.2283 0.7365 -0.16
N -3.0266 -0.7630 0.2428 0.08
C 1.0682 1.5234 -3.1591 -0.64
H 1.1025 -5.3259 0.4927 0.13
H -2.1520 -0.2517 0.3746 0.14
H -0.6670 -7.1874 0.5825 0.08
Cl 0.7080 3.0659 -5.3555 0.69
C -1.9438 3.5614 1.2464 0.00
C -1.3637 4.0112 2.4188 -0.28
Ti 1.9027 0.1592 -0.4130 1.12
H -3.0030 -4.6006 -0.3357 0.12
H 5.3103 -0.5799 2.2198 0.12
C 1.4248 -0.8099 -3.2627 -0.65
C 0.5768 -3.2754 0.3091 -0.16
H -1.1499 1.4007 -1.3126 0.10
C 1.0215 1.5805 -4.5541 -0.70
H -2.2463 -6.8698 -0.1519 0.08
C -1.8615 1.9592 -0.7202 -0.11
C -1.9890 -4.2420 -0.1877 0.02
H 4.4705 -2.0611 0.4195 0.13
C 1.4405 -0.7820 -4.6493 -0.70
C -1.3484 2.5556 0.4417 -0.15
H -5.0889 -0.5925 0.0740 0.13
H -0.8014 -6.9600 -1.1594 0.09
C -0.4413 -2.3134 -0.0165 -0.32
O 3.4597 -0.4351 -1.2502 -0.21
C -4.3793 1.2876 0.8676 -0.16
C -4.3503 2.0954 -0.4369 -0.19
C 1.6997 1.8356 2.5682 -0.07
C 4.3466 -0.3876 1.7459 -0.16
C 3.4086 0.2596 2.7526 -0.20
C 4.1409 0.4438 -1.9502 -0.50
```

As for the relative energy (zero: lowest compared OMol25 entry of this formula, charge and spin): 22.3 kcal/mol. The expectation value of S² is 0.789. The total energy is -137613.6523 eV. Its spin multiplicity is 2. As for the gap between HOMO and LUMO (alpha / beta): 0.1704 / 0.2499 hartree. As for the HOMO energy (alpha / beta): -5.91 / -8.07 eV.

***

Record 2
This record from OMol25 describes 2 unconnected molecules or ions with the total composition C5H8N2O5P2 in a non-equilibrium geometry. The level of theory is ωB97M-V with the def2-TZVPD basis set.

Geometry as XYZ:
```
22
Properties=species:S:1:pos:R:3:nbo_charge:R:1
O -5.1432 -2.6526 -1.4007 -1.12
C 0.7022 0.6164 0.2145 -0.40
O -2.6410 -3.1577 -1.6605 -1.02
H 0.8405 -1.7884 1.5417 0.33
N 0.2701 -2.0560 0.7324 -1.12
P -3.7078 -2.1328 -1.2253 2.46
H -2.3833 -0.7610 1.3620 0.56
O -3.4638 -1.7657 0.2683 -1.16
O -1.5541 -0.2501 1.5368 -1.04
H 2.5445 2.0021 -2.0945 0.38
C 1.2580 1.2235 1.3672 -0.38
C 2.7800 2.4121 -0.0623 -0.12
O -3.5138 -0.8416 -2.0542 -0.98
H 2.7751 2.5828 2.0491 0.19
H 0.9441 -2.1485 -0.0241 0.35
H 3.6054 3.0836 -0.2277 0.18
C 2.3196 2.1318 1.1809 -0.24
H 0.8839 0.9821 2.3452 0.21
H 0.7590 0.4386 -1.9073 0.22
N 2.2115 1.8076 -1.1730 -0.58
C 1.1620 0.9052 -1.0245 -0.03
P -0.6489 -0.6315 0.2560 1.31
```

The charge is -2. As for the relative energy (zero: lowest compared OMol25 entry of this formula, charge and spin): 21.0 kcal/mol. The total energy is -37107.4290 eV. As for the gap between HOMO and LUMO: 0.0816 hartree. As for the HOMO energy: 1.53 eV.

***

Record 3
This record from OMol25 describes C5H7NO2 in the gas phase in a non-equilibrium geometry. The level of theory is ωB97M-V with the def2-TZVPD basis set.

Geometry as XYZ:
```
15
Properties=species:S:1:pos:R:3:nbo_charge:R:1
H -3.0146 0.9898 -0.0682 0.22
O -2.3125 -1.4513 0.2047 -0.71
H -1.4053 1.8585 0.1873 0.21
C 3.8596 0.2493 0.4280 0.52
C -1.4025 -0.3856 0.4305 0.10
C -1.9646 0.9630 -0.2344 -0.63
C 1.2597 -0.3057 0.0996 0.50
C -0.0520 -0.7256 -0.1917 -0.45
H -1.7654 0.9303 -1.3577 0.20
H -2.5075 -1.6416 -0.8055 0.47
H 3.9634 1.0829 1.1040 0.16
H -1.4140 -0.2790 1.4543 0.19
O 4.5895 -0.0513 -0.4825 -0.50
N 2.4638 -0.1154 0.3377 -0.50
H -0.2976 -1.1184 -1.1061 0.23
```

As for the relative energy (zero: lowest compared OMol25 entry of this formula, charge and spin): 83.2 kcal/mol. The total energy is -10880.0082 eV. Its SMILES is C[C@@H](O)C=C=NC=O. As for the gap between HOMO and LUMO (alpha / beta): 0.3217 / 0.3217 hartree. As for the HOMO energy (alpha / beta): -8.45 / -8.45 eV.

***

Record 4
This record from OMol25 describes C4H6BrNS in the gas phase in a non-equilibrium geometry. The level of theory is ωB97M-V with the def2-TZVPD basis set.

Geometry as XYZ:
```
13
Properties=species:S:1:pos:R:3:nbo_charge:R:1
H -1.2854 1.9628 -1.4361 0.21
H -0.9931 -2.9314 0.0012 0.23
C -0.3185 1.6768 -0.9007 -0.41
Br 2.5750 0.1311 -0.1427 -0.50
H 0.6427 -1.9294 1.9529 0.24
H 0.7098 0.8080 1.5486 0.25
H 0.4169 1.6722 -1.6396 0.23
N -0.4675 0.3919 -0.1528 -0.53
C 0.1892 -1.4327 1.1245 -0.25
H -0.1163 2.5103 -0.2895 0.22
C 0.4176 0.0492 0.8210 0.10
S -1.1923 -0.8901 -1.0201 0.56
C -0.5781 -2.0188 0.1332 -0.35
```

As for the relative energy (zero: lowest compared OMol25 entry of this formula, charge and spin): 31.1 kcal/mol. The total energy is -86611.6839 eV. Its SMILES is CN1SC=C[C@H]1Br. As for the gap between HOMO and LUMO: 0.3033 hartree. As for the HOMO energy: -8.08 eV.

***

Record 5
This record from OMol25 describes C5H8O in the gas phase in a non-equilibrium geometry. The level of theory is ωB97M-V with the def2-TZVPD basis set.

Geometry as XYZ:
```
14
Properties=species:S:1:pos:R:3:nbo_charge:R:1
C -0.1185 -0.4364 0.8692 -0.30
O -1.6514 1.1543 -0.0884 -0.70
H 0.2363 0.6114 -1.8356 0.22
H -0.6177 1.5813 1.6886 0.19
C 0.7994 0.6599 0.2997 -0.22
H 0.6145 -2.0423 -0.3921 0.22
H 1.7662 -0.2316 -1.4543 0.21
C -0.0289 -1.1623 -0.5017 -0.40
H -0.9268 -1.4786 -1.0512 0.20
H -0.0920 -0.9521 1.8208 0.22
C 0.7733 0.0253 -1.0844 -0.41
H 1.6648 1.0202 0.8312 0.22
C -0.5492 1.0118 0.7619 0.07
H -1.8701 0.2391 0.1364 0.48
```

As for the relative energy (zero: lowest compared OMol25 entry of this formula, charge and spin): 61.4 kcal/mol. The total energy is -7359.5943 eV. Its SMILES is O[C@H]1[C@H]2CC[C@@H]12. As for the gap between HOMO and LUMO: 0.3886 hartree. As for the HOMO energy: -9.54 eV.

***

Record 6
This record from OMol25 describes C5H13N2O in the gas phase in a non-equilibrium geometry. The level of theory is ωB97M-V with the def2-TZVPD basis set.

Geometry as XYZ:
```
21
Properties=species:S:1:pos:R:3:nbo_charge:R:1
H -0.8707 0.5135 1.5199 0.17
H -1.2156 2.5207 2.6222 0.40
H 0.3566 -3.0792 -1.3251 0.19
H -1.4580 -2.0718 0.6612 0.48
C -0.3772 1.0917 0.5893 -0.32
H 2.3462 -1.3730 -0.8269 0.16
C 0.3080 -0.8614 -1.1151 -0.20
H 0.6120 2.9635 0.1783 0.20
O -0.9220 -2.6864 0.1654 -0.74
H 1.7604 0.1228 -0.0176 0.40
H 1.1839 -1.3880 0.6507 0.40
N -0.2570 2.7476 2.1652 -0.84
C 0.0249 2.2738 0.9110 0.00
H -1.2356 -2.4983 -1.6563 0.19
N 1.5024 -0.9012 -0.2478 -0.94
H 0.7579 -0.6821 -2.2444 0.19
H -0.1943 1.2091 -1.5274 0.21
H 0.1473 3.7035 2.3171 0.39
C -0.4948 0.3694 -0.7188 -0.49
C -0.3895 -2.2630 -1.0484 -0.10
H -1.5849 0.2887 -1.0525 0.23
```

As for the relative energy (zero: lowest compared OMol25 entry of this formula, charge and spin): 104.5 kcal/mol. The expectation value of S² is 0.751. The total energy is -10417.7539 eV. Its spin multiplicity is 2. As for the gap between HOMO and LUMO (alpha / beta): 0.1570 / 0.3400 hartree. As for the HOMO energy (alpha / beta): -3.50 / -8.69 eV.

***

- What is the formula in the fourth record?
  C4H6BrNS